Entry 1:
Formula: C44H32CsGeN7O3S
Source: the OMol25 dataset
Level of theory: ωB97M-V/def2-TZVPD

Computed properties:
HOMO (alpha / beta)	-0.06988 / -0.01860	Ha
total energy	-4800.12153	a.u.
energy relative to the best compared isomer or geometry (same formula, charge and spin)	1.045	eV
total charge	-2

Atoms and positions in Å:
Cs1 1.387 1.487 -1.758
C1 2.026 1.922 3.224
C2 1.975 1.741 1.856
N1 0.837 1.786 1.174
C3 -0.294 1.976 1.865
C4 -0.230 2.057 3.263
N2 0.908 2.061 3.940
C5 -1.544 2.110 1.095
C6 -2.726 2.448 1.717
C7 -3.925 2.587 0.973
C8 -3.783 2.369 -0.419
C9 -2.555 2.058 -0.967
N3 -1.432 1.918 -0.234
C10 -2.388 1.890 -2.422
C11 -3.424 2.057 -3.352
N4 -3.263 1.924 -4.659
C12 -2.030 1.621 -5.077
C13 -0.993 1.464 -4.179
N5 -1.157 1.591 -2.869
C14 -5.176 2.948 1.581
C15 -5.327 3.143 2.978
C16 -6.545 3.500 3.508
N6 -7.667 3.693 2.800
C17 -7.535 3.508 1.478
C18 -6.369 3.151 0.842
H1 2.962 1.938 3.768
H2 2.876 1.553 1.280
H3 -1.124 2.125 3.871
H4 -2.740 2.613 2.784
H5 -4.649 2.450 -1.058
H6 -4.429 2.316 -3.042
H7 -1.887 1.514 -6.145
H8 0.011 1.236 -4.528
H9 -4.490 3.013 3.650
H10 -6.643 3.645 4.581
H11 -8.440 3.660 0.895
H12 -6.384 3.033 -0.233
C19 1.006 -2.099 -1.015
Ge1 0.311 -2.512 0.720
C20 0.516 -4.502 0.972
C21 0.200 -5.163 2.157
C22 0.366 -6.536 2.285
C23 0.857 -7.279 1.219
C24 1.180 -6.638 0.030
C25 1.010 -5.264 -0.086
C26 1.563 -1.894 2.136
C27 2.915 -1.903 1.783
C28 3.897 -1.540 2.692
C29 3.547 -1.168 3.985
C30 2.211 -1.151 4.353
C31 1.232 -1.504 3.431
C32 -1.615 -2.270 1.202
C33 -2.144 -1.383 2.135
C34 -3.517 -1.218 2.280
C35 -4.393 -1.927 1.475
C36 -3.886 -2.814 0.533
C37 -2.516 -2.979 0.406
H13 0.132 -1.870 -1.657
H14 -0.185 -4.592 2.998
H15 0.113 -7.031 3.217
H16 0.989 -8.351 1.316
H17 1.565 -7.210 -0.807
H18 1.269 -4.749 -1.007
H19 3.181 -2.185 0.769
H20 4.940 -1.542 2.395
H21 4.312 -0.889 4.701
H22 1.926 -0.860 5.358
H23 0.193 -1.479 3.739
H24 -1.482 -0.792 2.756
H25 -3.905 -0.520 3.014
H26 -5.463 -1.778 1.571
H27 -4.562 -3.369 -0.108
H28 -2.128 -3.670 -0.338
O1 4.305 4.353 -5.516
S1 4.051 2.933 -5.440
O2 3.427 2.345 -6.602
N7 3.293 2.533 -4.071
C38 4.054 1.781 -3.278
O3 3.749 1.396 -2.144
C39 5.396 1.446 -3.871
C40 6.378 0.647 -3.313
C41 7.570 0.493 -4.007
C42 7.767 1.136 -5.227
C43 6.771 1.929 -5.788
C44 5.588 2.061 -5.091
H29 6.194 0.163 -2.362
H30 8.356 -0.129 -3.597
H31 8.709 1.013 -5.748
H32 6.924 2.426 -6.737


Entry 2:
Formula: C5H9O3
Source: the OMol25 dataset
Level of theory: ωB97M-V/def2-TZVPD

Computed properties:
HOMO (alpha / beta)	-0.35218 / -0.36198	Ha
spin multiplicity	2
<S²>	0.760
total energy	-421.47244	a.u.
energy relative to the best compared isomer or geometry (same formula, charge and spin)	3.033	eV

Atoms and positions in Å:
O1 -1.205 -1.419 0.067
H1 -1.653 -1.578 0.969
C1 -0.731 -0.273 -1.656
C2 -0.201 -0.397 -0.238
C3 1.268 -0.744 -0.117
C4 2.173 -0.317 0.961
O2 3.297 -0.624 1.156
C5 -0.757 0.629 0.759
O3 -0.280 1.902 0.452
H2 -1.037 0.714 -1.995
H3 0.059 -0.448 -2.350
H4 -1.585 -0.961 -1.918
H5 1.842 -0.848 -1.078
H6 1.642 0.379 1.640
H7 -1.808 0.831 0.451
H8 -0.511 0.429 1.841
H9 -0.512 2.725 1.056